Below is a molecular structure, C26H27N8PdS2, with properties calculated with ωB97M-V/def2-TZVPD.

* energy: -2369.07525 a.u.
* charge: +1
* ⟨S²⟩: 2.0643
* multiplicity: 3
* gap between HOMO and LUMO (alpha / beta): 5.134 / 5.899 eV

CARTESIAN COORDINATES (ANGSTROEM)
Pd -0.237 -0.335 0.392
C 3.755 1.309 0.209
C 2.517 0.898 -0.178
N 1.611 0.345 0.700
C 1.952 0.267 2.024
C 3.210 0.720 2.494
C 4.140 1.218 1.564
C 3.440 0.665 3.886
C 2.451 0.227 4.781
C 1.248 -0.236 4.330
C 0.996 -0.293 2.916
N -0.095 -0.792 2.304
C -1.177 -1.501 2.795
C -1.288 -2.159 4.004
C -2.491 -2.785 4.377
C -3.584 -2.776 3.557
C -3.490 -2.179 2.277
C -4.558 -2.169 1.353
C -4.386 -1.605 0.121
C -3.131 -1.069 -0.210
N -2.121 -1.070 0.629
C -2.281 -1.583 1.888
H 4.425 1.726 -0.530
H 2.172 1.021 -1.194
H 5.118 1.541 1.894
H 4.393 1.009 4.267
H 2.643 0.273 5.844
H 0.480 -0.493 5.040
H -0.450 -2.248 4.675
H -2.534 -3.277 5.339
H -4.513 -3.243 3.854
H -5.504 -2.611 1.639
H -5.182 -1.568 -0.607
H -2.960 -0.616 -1.176
S -1.783 2.196 1.646
C -0.445 3.083 1.267
N 0.496 3.504 2.117
C 1.713 4.074 1.560
C 1.319 4.632 0.194
S -0.073 3.602 -0.363
H 0.431 3.205 3.079
H 2.480 3.301 1.463
H 2.089 4.863 2.210
H 2.139 4.561 -0.516
H 0.992 5.668 0.262
C -1.535 -1.209 -6.050
C -0.051 -1.426 -5.774
C 0.194 -2.708 -4.986
C 0.591 -0.217 -5.092
N 0.072 0.017 -3.743
C 0.506 -0.431 -2.569
N -0.318 0.022 -1.649
N -1.272 0.730 -2.280
N -1.042 0.732 -3.535
H -1.932 -2.042 -6.629
H -1.710 -0.291 -6.612
H -2.108 -1.147 -5.123
H 0.472 -1.506 -6.731
H -0.336 -2.695 -4.030
H 1.256 -2.872 -4.790
H -0.176 -3.569 -5.541
H 0.411 0.702 -5.647
H 1.667 -0.356 -4.989
H 1.385 -1.032 -2.408

Forces on atoms 1 to 6 (eV/Å):
-0.088 0.067 0.035
-0.010 -0.036 -0.003
0.008 -0.005 0.003
0.152 0.085 -0.045
-0.078 -0.048 -0.021
-0.009 0.020 0.051

These are the Mulliken partial charges, in e, on atoms 1 to 6: 0.930, -0.832, -0.753, -0.207, 0.687, 1.241